# 1
# C8H16BrCl3Si

One molecule with the formula C8H16BrCl3Si in a non-equilibrium geometry (ωB97M-V/def2-TZVPD, OMol25).

Structure (XYZ):
```
29
Properties=species:S:1:pos:R:3:forces:R:3
Br -2.903399 -0.610816 -2.442159 0.37 0.16 -0.33
Cl 4.207820 2.232966 2.099787 0.65 0.26 0.76
Cl 3.969506 3.365836 -0.917360 0.02 0.68 0.06
Cl 2.195955 5.028268 1.768738 0.86 -1.80 -1.16
Si 2.944409 3.185446 0.843092 0.06 0.64 0.78
C -0.243335 -0.351693 0.736723 -0.98 0.82 -3.77
C -0.992361 -2.593801 -0.223443 -2.13 -0.23 -0.21
C -0.560947 -2.358686 -1.633310 0.52 1.62 -1.68
C -1.661514 -2.082451 -2.714053 1.02 -0.43 1.02
C 0.448490 1.980161 1.530599 0.87 0.24 -1.39
C -0.661842 1.058903 1.081992 -1.74 -0.36 1.04
C -1.403205 -1.314377 0.557102 -0.17 -0.55 1.91
C 1.694093 1.921824 0.501550 -2.57 1.37 0.98
H -0.220446 -3.184099 0.223417 0.55 -0.04 0.86
H 0.113424 -0.367006 -0.333146 0.55 0.71 1.15
H 0.098702 3.007918 1.637423 -0.10 -0.05 -0.13
H -2.268047 -0.797050 0.110792 0.60 -0.27 -0.08
H -1.742297 -1.524575 1.598055 -0.05 -0.55 -0.64
H -0.019432 -3.208540 -2.031577 -0.09 -0.58 -0.01
H -1.854488 -3.294141 -0.332544 0.27 0.44 0.55
H -2.308416 -2.914377 -2.770431 -0.85 -1.06 0.42
H 2.033804 0.921144 0.569703 0.99 -0.76 -0.18
H 0.760573 1.680370 2.533309 0.39 -0.08 -0.12
H -1.239065 -2.105187 -3.703178 0.34 0.94 -0.38
H -1.407341 0.970211 1.937120 0.66 0.26 -0.83
H 1.463674 2.154807 -0.547094 -0.77 -0.36 0.19
H 0.244942 -1.588729 -1.647165 -0.72 -0.17 -0.31
H 0.550751 -0.644726 1.336734 1.31 -1.16 1.35
H -1.240009 1.432400 0.229323 0.17 0.31 0.13
```
Positions in Å, forces in eV/Å.

Results
energy relative to the best compared isomer or geometry (same formula, charge and spin): 12.4 kcal per mole
HOMO level: -10.0926 eV
LUMO level: 0.0131 hartree
orbital gap: 0.38396 Eh

# 2
# C6H7IN3

C6H7IN3 as an isolated structure in a non-equilibrium geometry (ωB97M-V/def2-TZVPD, OMol25).

Structure (XYZ):
```
17
Properties=species:S:1:pos:R:3:forces:R:3
I -2.216562 2.284748 1.252401 0.37 -0.70 -0.56
N 1.061079 0.490333 -1.164141 -0.21 0.68 -0.09
N -1.493028 -1.127753 1.269837 -1.19 0.39 1.23
N 0.740734 -0.732740 -0.764237 0.34 -0.60 0.71
C 1.454497 -1.744747 -1.020584 -1.13 -0.26 0.24
C 0.265793 1.472196 -0.598642 -0.42 2.39 -0.37
C -0.866125 0.963774 0.223928 0.39 2.02 -0.14
C -1.373006 -2.038895 2.090863 0.41 -4.18 -0.61
C 0.359695 2.832974 -0.744655 0.41 -2.86 -0.02
C -1.036690 -0.271224 0.573886 0.73 1.59 -1.99
H 1.838970 0.688952 -1.797689 -0.39 -0.08 0.39
H 1.073455 3.453515 -1.242553 0.45 -0.24 -0.36
H 1.061341 -2.652874 -0.594820 0.34 -0.37 -0.19
H 2.296542 -1.716917 -1.670152 0.76 -0.07 -0.35
H -0.427493 3.287963 -0.250989 -0.99 1.42 0.62
H -2.194565 -2.483989 2.663742 0.31 0.88 0.35
H -0.544637 -2.705316 1.773805 -0.20 0.02 1.13
```
Positions in Å, forces in eV/Å.

Results
energy relative to the best compared isomer or geometry (same formula, charge and spin): 97.5 kcal per mole
net charge: +1
HOMO level (spin up / spin down): -12.1676 / -12.1683 eV
LUMO level (spin up / spin down): -0.2025 / -0.2025 hartree
orbital gap (spin up / spin down): 0.24461 / 0.24469 Eh

# 3
# C4H6N2O

One molecule with the formula C4H6N2O in a non-equilibrium geometry (ωB97M-V/def2-TZVPD, OMol25).

Structure (XYZ):
```
13
Properties=species:S:1:pos:R:3:forces:R:3
O 0.649427 0.907703 0.835526 -0.45 -0.71 -0.44
N 2.748901 0.412352 0.015078 -0.01 0.05 0.13
N 0.949720 -0.783257 -0.702886 0.11 -0.02 -0.05
C -0.327043 -0.968011 -0.490163 0.18 0.01 0.25
C 1.407441 0.235024 0.103381 -0.02 -0.13 -0.10
C -1.073960 -0.306475 0.485642 1.32 0.71 0.02
C -2.264165 0.424631 0.203172 -0.14 -0.49 0.17
H -2.559899 -0.697585 0.160992 -0.92 0.69 -0.84
H 3.258853 -0.292626 -0.495364 -0.09 0.19 0.13
H -2.926124 0.771103 0.995777 0.45 0.09 0.21
H -0.791203 -1.782462 -1.058344 -0.10 0.24 0.28
H -2.311767 1.060867 -0.700905 -0.18 -0.65 0.25
H 3.239825 1.018734 0.648099 -0.15 0.00 -0.02
```
Positions in Å, forces in eV/Å.

Results
energy relative to the best compared isomer or geometry (same formula, charge and spin): 78.8 kcal per mole
HOMO level: -8.3612 eV
LUMO level: 0.0212 hartree
orbital gap: 0.32844 Eh

# 4
# C5H10FP

One molecule with the formula C5H10FP in a non-equilibrium geometry (ωB97M-V/def2-TZVPD, OMol25).

Structure (XYZ):
```
17
Properties=species:S:1:pos:R:3:forces:R:3
P -1.023897 -2.067591 -1.570003 -0.02 0.44 -0.55
F 0.281481 -2.550320 -2.498277 -0.52 0.72 1.29
C -0.521892 1.294704 -0.304072 0.05 0.31 -0.90
C 0.191668 0.195350 -0.373640 2.43 -1.63 -0.22
C 0.006486 2.667491 -0.517617 0.24 1.96 -1.00
C -0.391263 -1.162994 0.058423 -0.92 -0.12 -1.21
C 0.577429 -2.032236 0.837152 2.61 0.35 -1.47
H 0.932962 2.653134 -1.151895 -0.49 -0.15 1.06
H 1.334205 0.199702 -0.672587 -2.40 0.03 0.46
H -1.279389 -3.406340 -1.158626 0.13 0.24 0.61
H 1.345765 -2.591296 0.165291 -1.67 0.63 0.56
H 0.183037 2.973858 0.523407 0.52 0.60 -0.43
H 1.329739 -1.291175 1.247476 -1.12 -1.18 1.07
H 0.045221 -2.797335 1.410037 0.56 0.52 0.54
H -1.341923 -0.896747 0.675821 1.37 -0.84 -1.15
H -0.575340 3.558035 -1.026080 0.28 -2.26 1.06
H -1.512559 1.129391 0.035515 -1.06 0.36 0.28
```
Positions in Å, forces in eV/Å.

Results
energy relative to the best compared isomer or geometry (same formula, charge and spin): 0.0 kcal per mole
HOMO level: -8.8219 eV
LUMO level: 0.0339 hartree
orbital gap: 0.35810 Eh

# 5
# C31H61ClN4O11P2S

C31H61ClN4O11P2S as an isolated structure in a non-equilibrium geometry (ωB97M-V/def2-TZVPD, OMol25).

Structure (XYZ):
```
111
Properties=species:S:1:pos:R:3:forces:R:3
Cl -5.375962 2.226660 1.604534 0.03 0.12 0.11
S -6.654173 6.059994 -1.546565 -0.02 0.19 0.03
P -6.910205 1.564286 0.364149 -0.19 -0.15 -0.41
P -4.710089 0.675588 -4.493573 -0.68 -0.35 -0.82
O -6.805828 4.947416 5.703163 -0.05 0.04 -0.03
O 5.649369 -9.028756 -3.298726 0.23 -0.04 0.11
O 5.809791 -0.490155 2.005106 -0.01 0.17 -0.19
O -5.803481 4.652941 8.583362 0.04 0.18 -0.18
O 6.935888 -1.794242 -0.878910 -0.22 -0.07 0.06
O -8.123589 2.566397 0.763331 0.11 -0.28 0.49
O 6.520421 -10.169091 -0.591293 0.02 -0.05 0.03
O 4.283268 -0.269148 -0.647757 -0.07 0.05 -0.01
O -4.284724 3.199820 5.832819 -0.24 -0.04 0.01
O 1.456756 2.981041 -4.442327 -0.32 -0.18 -0.23
O 5.880161 -7.175143 -0.389398 -0.15 -0.21 0.02
N -0.350768 3.328263 -3.034089 0.35 0.22 -0.46
N -5.819106 0.111575 -5.448333 0.29 -0.03 0.40
N -6.843532 4.704179 -0.717982 -0.09 0.12 0.19
N -5.970758 5.508238 -2.881927 0.00 0.27 -0.06
C 5.230014 -10.100967 -1.173494 -0.10 -0.04 0.07
C 4.429256 -0.701919 1.775305 0.14 -0.09 0.11
C 4.179200 -1.236275 0.384141 -0.09 -0.10 -0.05
C -5.275855 3.294762 -3.688692 -0.11 0.36 -0.29
C 6.998645 -7.866592 0.138722 0.00 0.18 -0.08
C -4.716980 3.904920 -4.941532 0.13 -0.23 0.10
C 1.026150 1.282015 -2.843134 0.09 -0.09 0.31
C -6.321185 2.330751 -1.183563 -0.05 -0.13 0.43
C -4.097350 1.962180 5.184655 0.08 0.04 0.06
C 6.227422 -9.241975 -4.565199 -0.09 0.06 -0.01
C 7.373747 -9.045802 -0.728230 0.12 -0.02 -0.04
C -0.029512 3.957823 -1.750437 -0.07 -0.62 0.23
C 5.104346 -6.541507 0.601041 0.10 0.10 -0.07
C -5.277339 1.970161 -3.372142 0.36 -0.23 0.20
C -7.130779 4.521481 8.106962 0.10 -0.10 0.14
C 0.760947 2.594841 -3.533021 0.19 0.07 0.17
C -6.372986 3.723621 -1.483323 0.30 -0.14 -0.36
C -4.573269 4.255674 4.933138 0.18 -0.04 0.08
C 5.215472 -10.226452 -2.679079 -0.09 0.14 -0.11
C -7.155252 3.993265 6.691712 -0.08 -0.10 -0.04
C -2.199918 3.675094 -4.666876 0.27 0.05 0.43
C -5.796345 1.500819 -2.119831 -0.14 0.19 -0.09
C 6.062592 0.515786 2.957851 0.03 -0.10 0.04
C 6.421767 -0.802905 -1.749248 0.19 -0.03 0.06
C -3.383143 4.627775 -4.650681 -0.40 -0.25 -0.29
C 5.576921 0.199102 -0.997900 -0.01 0.14 -0.04
C -0.932018 4.255701 -4.011525 -0.21 0.19 -0.14
C -5.668012 5.649056 9.569459 0.02 -0.10 0.05
C -5.857059 4.191547 -2.733538 -0.06 -0.43 0.25
C 7.136687 -3.037478 -1.511961 0.08 0.05 0.05
C -5.440377 5.309964 5.580182 0.03 0.12 -0.01
H 8.351130 -9.396498 -0.389227 0.00 -0.01 0.00
H 6.111165 0.586237 -0.128094 0.05 -0.14 0.04
H -2.463886 2.789991 -4.081695 0.00 -0.04 -0.07
H 5.661620 -5.727175 1.079764 -0.04 -0.01 0.07
H 0.130203 0.862733 -2.394187 -0.10 0.05 -0.01
H 6.626111 -8.288938 -4.907747 -0.04 0.02 0.00
H -8.190394 3.726753 6.466530 0.00 0.00 -0.01
H 4.778784 -7.253866 1.368029 0.03 0.02 0.02
H 7.474120 -8.743673 -1.772711 -0.12 0.08 0.01
H -5.776446 0.436857 -1.911219 0.02 -0.08 -0.03
H -6.552671 3.086890 6.603886 0.10 0.06 0.09
H -5.969519 -0.880802 -5.318918 -0.18 0.00 -0.15
H 6.786782 -8.220374 1.154454 -0.01 -0.02 0.00
H 0.548569 4.876142 -1.875259 -0.07 0.13 -0.04
H -3.627697 4.721487 4.621268 -0.05 0.03 -0.12
H -5.443054 6.177269 4.915811 -0.01 0.00 0.00
H 5.815828 -1.261006 -2.539899 -0.02 0.00 0.00
H -7.671566 3.816482 8.753680 -0.11 0.07 -0.01
H -6.046068 6.614407 9.213336 -0.03 0.00 0.02
H -3.977931 1.202963 5.955353 0.04 0.02 0.02
H 6.213709 -3.393031 -1.984214 0.04 -0.01 -0.05
H -5.440076 4.612863 -5.339874 -0.09 0.05 0.03
H 3.872297 0.234039 1.905416 -0.01 0.00 -0.01
H 7.853369 -7.177059 0.180809 0.04 -0.05 0.11
H 4.187619 -10.441092 -3.003329 0.02 -0.13 0.00
H 3.138163 -1.566250 0.349205 0.00 0.00 -0.01
H 5.486041 -9.596787 -5.290740 0.03 -0.04 -0.02
H -0.940196 4.136725 -1.183208 -0.05 0.23 -0.03
H -7.832889 3.312395 1.302982 -0.10 0.29 -0.24
H 1.763131 1.406865 -2.048243 0.09 0.03 -0.02
H -1.963423 3.354101 -5.681469 -0.15 -0.11 -0.08
H -4.102344 -0.256695 -3.631674 0.20 0.17 0.13
H -1.173193 5.188098 -3.500416 -0.07 -0.01 0.10
H 4.699480 -10.968071 -0.773782 0.00 0.00 0.01
H 1.446569 0.579529 -3.556523 0.04 0.03 -0.09
H -4.574772 3.129259 -5.693062 0.01 0.10 -0.15
H -3.462220 5.077097 -3.662046 0.07 0.25 -0.01
H 5.727461 0.215841 3.957691 -0.03 0.05 0.01
H -7.644841 5.489678 8.137002 -0.01 0.00 -0.01
H 7.431236 -3.751568 -0.745133 0.03 0.01 0.01
H 4.807546 -2.105972 0.181372 0.12 0.06 0.07
H -3.644448 1.249659 -5.197911 0.21 0.07 0.26
H 7.138053 0.680315 2.982117 0.01 -0.04 0.02
H 5.393490 1.038222 -1.672885 -0.02 -0.01 0.00
H -4.606796 5.750322 9.788702 0.00 -0.04 0.02
H -3.198777 1.972192 4.555837 -0.04 -0.03 -0.05
H -6.195455 5.376535 10.491182 -0.03 0.05 0.00
H 4.223714 -6.127029 0.113742 0.02 0.02 -0.03
H -5.021088 5.626932 6.537210 0.03 -0.14 0.04
H 7.931585 -2.980048 -2.264493 -0.04 -0.03 -0.05
H 5.858433 -11.063988 -2.974931 0.01 -0.01 0.01
H 4.692335 -9.206315 -0.852679 0.06 0.07 -0.11
H -0.209648 4.510053 -4.785170 0.20 0.01 0.09
H 7.048620 -9.965909 -4.510019 -0.02 -0.03 -0.02
H 0.576668 3.273426 -1.157690 0.00 -0.03 0.04
H 7.261942 -0.271856 -2.217526 -0.07 0.02 -0.11
H 4.057070 -1.435658 2.504152 -0.12 0.06 0.01
H -4.964602 1.703399 4.567711 0.03 0.00 -0.04
H -3.285166 5.420470 -5.391243 0.25 0.14 0.08
H -5.083218 3.873240 4.041918 -0.02 0.00 0.00
H 5.570320 1.455864 2.682714 -0.03 0.00 0.03
```
Positions in Å, forces in eV/Å.

Results
HOMO level: -8.8319 eV
LUMO level: -0.0411 hartree
orbital gap: 0.28345 Eh

# 6
# C4H9N2

An isolated ion of composition C4H9N2 and charge +1 in a non-equilibrium geometry (ωB97M-V/def2-TZVPD, OMol25).

Structure (XYZ):
```
15
Properties=species:S:1:pos:R:3:forces:R:3
N 0.297994 0.822497 0.013522 -5.20 7.20 -2.04
N 1.346960 0.396862 0.314323 6.48 -2.37 1.96
C -0.409478 -1.453135 1.031655 1.39 1.33 -0.08
C 0.336620 -0.639934 -0.018033 -1.77 -4.28 0.09
C 0.389818 -1.202895 -1.425091 -1.30 -0.52 2.85
C -0.233015 2.548027 0.347996 -0.78 -0.68 0.72
H -0.516449 -0.742246 -1.769677 -0.53 0.71 -1.00
H -0.613229 2.856621 1.360802 0.43 -1.01 -0.88
H -0.976581 2.532062 -0.438842 0.01 0.26 0.12
H -1.110680 -2.075263 0.530712 -0.69 -0.51 -0.35
H 1.261506 -0.874416 -1.907325 0.96 0.05 -1.10
H 0.707563 3.027504 0.093154 0.06 -0.35 -0.09
H 0.342964 -2.114533 1.498064 -0.26 0.21 0.00
H 0.075178 -2.256113 -1.410380 1.00 0.13 -0.21
H -0.899171 -0.825040 1.779119 0.21 -0.17 -0.01
```
Positions in Å, forces in eV/Å.

Results
energy relative to the best compared isomer or geometry (same formula, charge and spin): 84.4 kcal per mole
net charge: +1
HOMO level (spin up / spin down): -12.6670 / -17.0986 eV
LUMO level (spin up / spin down): -0.1650 / -0.3122 hartree
orbital gap (spin up / spin down): 0.30048 / 0.31616 Eh
2S+1: 3

# 7
# C5H8NO2

A 2-piece molecular cluster, C5H8NO2 overall in a non-equilibrium geometry (ωB97M-V/def2-TZVPD, OMol25).

Structure (XYZ):
```
16
Properties=species:S:1:pos:R:3:forces:R:3
O -0.339179 -0.584857 -0.678902 -0.03 -0.37 -0.25
O 0.633448 -2.335115 0.330755 -0.02 -0.27 -0.07
N 1.218021 1.837487 1.618747 1.13 -0.33 -1.57
C 1.391089 0.604951 1.307736 -0.54 0.51 1.90
C -0.097760 2.700133 -0.203060 -0.73 0.16 0.77
C 0.174774 2.591757 1.110659 -0.93 -0.34 0.01
C -0.163072 -1.819754 -0.485418 0.07 0.62 0.19
C -1.023819 -2.752857 -1.351762 -0.22 0.00 0.18
H -0.789218 3.486301 -0.498210 -0.14 -0.32 -0.02
H 2.417511 0.225633 1.281970 -0.24 -0.19 0.35
H -0.414975 -3.115192 -2.187014 -0.20 0.08 -0.02
H 0.168049 1.939931 -0.921398 0.61 0.14 -0.11
H 0.552511 -0.090659 1.321431 0.32 -0.02 -1.14
H -1.893267 -2.183835 -1.691233 0.18 -0.15 -0.28
H -1.377394 -3.616199 -0.783881 0.17 -0.04 0.03
H -0.456720 3.112275 1.829580 0.57 0.53 0.02
```
Positions in Å, forces in eV/Å.

Results
energy relative to the best compared isomer or geometry (same formula, charge and spin): 46.2 kcal per mole
net charge: -1
HOMO level: -4.0889 eV
LUMO level: 0.1550 hartree
orbital gap: 0.30525 Eh

These records have E values of -124046.8942 -18894.3506 -9270.0851 -17351.8915 -103549.4165 -7259.8013 -10899.2760 eV, in the order they appear.
These records have M values of 326.6 248.0 98.1 120.1 795.3 85.1 114.1 u, in the order they appear.